Formula: C8H8BrClN2S
Source: the Open Molecules 2025 dataset
Level of theory: ωB97M-V/def2-TZVPD

The value obtained for the lowest unoccupied orbital energy (alpha / beta) is -0.0047 / -0.0047 Eh. As for the relative energy (zero: lowest compared OMol25 entry of this formula, charge and spin): 0.0 kJ/mol. The calculated total energy comes out at -3851.45908 a.u. The total charge is 0. As for the SMILES: CN1CN=c2c(CBr)csc2=C1Cl.

Positions of all 21 atoms, in Å:
1 C 0.172 -3.298 1.032
2 N 0.032 -1.979 0.490
3 C 0.832 -1.401 -0.743
4 N 0.917 0.021 -0.848
5 C -0.072 0.775 -0.365
6 C -0.260 2.221 -0.548
7 C 0.739 3.016 -1.380
8 Br 2.389 3.463 -0.448
9 C -1.116 2.722 0.356
10 S -2.025 1.581 1.226
11 C -1.108 0.305 0.544
12 C -1.002 -1.240 0.900
13 Cl -2.112 -1.946 2.094
14 H -0.450 -4.036 0.543
15 H 1.189 -3.628 0.993
16 H -0.136 -3.266 2.060
17 H 0.273 -1.816 -1.642
18 H 1.833 -1.910 -0.724
19 H 0.273 4.044 -1.594
20 H 0.901 2.590 -2.439
21 H -1.269 3.781 0.494

=====

Formula: C5H12FO2S
Source: the Open Molecules 2025 dataset
Level of theory: ωB97M-V/def2-TZVPD

The value obtained for the lowest unoccupied orbital energy is 0.0616 Eh. The calculated total energy comes out at -845.96960 a.u. The total charge is -1.

Positions of all 21 atoms, in Å:
1 C -0.961 -3.420 0.355
2 S -1.383 -2.233 -1.037
3 C 0.290 -1.689 -1.636
4 C 0.969 -0.746 -0.606
5 F 2.364 -0.906 -0.812
6 H 0.011 -3.096 0.788
7 H -1.761 -3.455 1.114
8 H -0.805 -4.398 -0.152
9 H -2.103 -1.124 -0.531
10 H 0.280 -1.299 -2.670
11 H 0.908 -2.621 -1.665
12 H 0.756 -1.043 0.441
13 H 0.743 0.336 -0.785
14 O 0.782 4.438 1.999
15 C 0.543 3.871 0.814
16 C -0.370 2.555 0.989
17 O -0.600 1.970 -0.203
18 H 1.433 3.529 0.235
19 H 0.007 4.493 0.062
20 H -1.262 2.898 1.550
21 H 0.157 1.939 1.751

=====

Formula: C8H13N2O2
Source: the Open Molecules 2025 dataset
Level of theory: ωB97M-V/def2-TZVPD

The value obtained for the lowest unoccupied orbital energy is -0.1189 Eh. As for the relative energy (zero: lowest compared OMol25 entry of this formula, charge and spin): 497.3 kJ/mol. The calculated total energy comes out at -572.22671 a.u. The total charge is +1. As for the SMILES: C/C=C1/C=C(C)N(O)C(OC)=[NH+]1.

Positions of all 25 atoms, in Å:
1 C -1.418 -2.464 -1.231
2 C -1.806 -1.068 -1.033
3 C -0.973 -0.214 -0.452
4 C -1.394 1.114 -0.252
5 C -0.651 1.944 0.492
6 C -1.047 3.302 0.954
7 N 0.541 1.520 1.126
8 O 1.555 2.490 1.331
9 C 1.201 0.226 0.673
10 O 2.417 -0.051 0.876
11 C 3.105 -1.230 0.272
12 N 0.376 -0.554 0.023
13 H -1.142 -3.049 -0.264
14 H -0.531 -2.640 -1.992
15 H -2.219 -3.036 -1.506
16 H -2.642 -0.592 -1.369
17 H -2.274 1.486 -0.627
18 H -1.786 3.753 0.221
19 H -0.092 3.854 1.302
20 H -1.524 3.171 1.912
21 H 1.589 2.907 2.198
22 H 3.255 -1.371 -0.760
23 H 2.495 -2.051 0.716
24 H 4.096 -1.217 0.909
25 H 0.635 -1.328 -0.560

=====

Formula: C3HO3Tl
Source: the Open Molecules 2025 dataset
Level of theory: ωB97M-V/def2-TZVPD

The value obtained for the lowest unoccupied orbital energy (alpha / beta) is 0.1054 / 0.1048 Eh. Its multiplicity is 2. As for the expectation value of S²: 0.967. The calculated total energy comes out at -512.89816 a.u. The total charge is -1.

Positions of all 8 atoms, in Å:
1 O 0.531 -1.142 0.002
2 C -0.666 -1.267 0.818
3 H -0.845 -2.223 1.300
4 C -1.164 -0.005 0.807
5 O -0.254 0.978 1.032
6 C 0.374 0.146 -0.275
7 O 0.878 0.690 -1.243
8 Tl 1.147 2.824 -2.440

=====

- What is the formula in the third record?
  C8H13N2O2